Record 1
{
  "formula": "C17H19N3O4S",
  "method": "ωB97M-V/def2-TZVPD",
  "lumo_energy_ev": 0.64,
  "relative_energy_kcal_mol": 60.7,
  "e_homo_ev": -8.433,
  "smiles": "O=C(CSc1nnc([C@@H]2COc3ccccc3O2)o1)N1CCCCC1",
  "max_force_ev_per_a": 1.40,
  "total_energy_ha": -1522.59783,
  "species": ["O", "C", "C", "S", "C", "N", "N", "C", "C", "C", "O", "C", "C", "C", "C", "C", "C", "O", "O", "N", "C", "C", "C", "C", "C", "H", "H", "H", "H", "H", "H", "H", "H", "H", "H", "H", "H", "H", "H", "H", "H", "H", "H", "H"],
  "xyz": [[0.89025, 3.63449, -0.59770], [-0.26082, 3.31670, -0.35749], [-1.34479, 3.61942, -1.39624], [-0.74939, 3.02382, -3.01642], [-0.40779, 1.41812, -2.51342], [-0.85067, 0.85053, -1.43174], [-0.30220, -0.37623, -1.39019], [0.43337, -0.50591, -2.44103], [1.29450, -1.67272, -2.78598], [0.44740, -2.94801, -2.94231], [-0.26279, -3.22333, -1.76524], [0.45322, -3.02532, -0.61324], [-0.08548, -3.47782, 0.58395], [0.60945, -3.31185, 1.76599], [1.85207, -2.69915, 1.76406], [2.38832, -2.22743, 0.58141], [1.69092, -2.38019, -0.60821], [2.24630, -1.87386, -1.76528], [0.40813, 0.60740, -3.21689], [-0.63545, 2.73995, 0.79564], [-1.96642, 2.24008, 1.09534], [-1.92867, 1.26507, 2.27084], [-0.83275, 0.23285, 2.02501], [0.54077, 0.91698, 1.94726], [0.39190, 2.43015, 1.77200], [-1.43633, 4.69946, -1.51064], [-2.31462, 3.17616, -1.19837], [1.85286, -1.45378, -3.70017], [1.13015, -3.77581, -3.18224], [-0.29174, -2.84068, -3.73903], [-1.05074, -3.95684, 0.55890], [0.18181, -3.66784, 2.69051], [2.40058, -2.57686, 2.68494], [3.34578, -1.73226, 0.55322], [-2.33830, 1.68891, 0.22779], [-2.64006, 3.07916, 1.31464], [-1.75525, 1.79028, 3.21125], [-2.90028, 0.77436, 2.34069], [-1.03690, -0.27230, 1.08104], [-0.83850, -0.51945, 2.81365], [1.12189, 0.73279, 2.85158], [1.09856, 0.50669, 1.10586], [1.32460, 2.86869, 1.41474], [0.12713, 2.90554, 2.72150]],
  "forces_ev_per_angstrom": [[0.2, 0.1, -0.2], [-0.2, 0.2, 0.1], [0.2, -0.4, -0.3], [-0.1, 0.5, -0.3], [-0.4, -0.3, 0.5], [-0.4, 1.2, -0.6], [0.6, -1.2, -0.2], [-0.2, 0.0, 0.4], [-0.4, -0.2, -0.3], [0.4, 0.1, -0.4], [-0.1, 0.0, 0.4], [0.2, -0.2, 0.1], [0.1, 0.1, -0.3], [0.0, 0.0, 0.0], [0.1, 0.0, 0.0], [-0.1, 0.0, -0.3], [-0.1, -0.2, 0.1], [0.2, -0.1, 0.2], [0.1, 0.2, -0.1], [0.1, 0.0, 0.3], [-0.6, 0.1, 0.0], [0.1, -0.1, -0.2], [-0.1, 0.0, 0.1], [-0.1, 0.1, -0.1], [0.5, 0.0, 0.1], [0.0, 0.0, 0.0], [0.0, 0.1, 0.1], [-0.1, -0.1, 0.1], [-0.1, 0.1, 0.0], [0.1, 0.0, 0.0], [-0.1, -0.1, 0.0], [0.0, 0.0, 0.1], [0.1, 0.0, 0.1], [0.1, 0.1, 0.0], [0.0, 0.1, 0.1], [0.0, -0.1, 0.0], [-0.1, 0.0, 0.1], [0.0, 0.1, 0.0], [0.0, -0.1, 0.0], [0.0, -0.1, 0.0], [0.1, 0.0, 0.0], [0.1, 0.0, 0.0], [-0.2, 0.0, 0.1], [0.1, 0.0, 0.0]],
  "nbo_charge": [-0.644, 0.682, -0.604, 0.331, 0.293, -0.354, -0.281, 0.417, 0.008, -0.078, -0.476, 0.225, -0.228, -0.218, -0.224, -0.261, 0.280, -0.482, -0.400, -0.431, -0.224, -0.395, -0.416, -0.410, -0.227, 0.257, 0.239, 0.229, 0.189, 0.205, 0.225, 0.215, 0.216, 0.227, 0.224, 0.188, 0.194, 0.217, 0.225, 0.210, 0.206, 0.217, 0.252, 0.184]
}

Record 2
{
  "formula": "C17H19N3OPtS",
  "method": "ωB97M-V/def2-TZVPD",
  "lumo_energy_ev": [-9.72, -9.72],
  "total_charge": 2,
  "relative_energy_kcal_mol": 0.5,
  "e_homo_ev": [-14.988, -14.987],
  "max_force_ev_per_a": 0.57,
  "total_energy_ha": -1415.61767,
  "species": ["Pt", "C", "C", "C", "C", "C", "C", "C", "C", "C", "H", "H", "H", "H", "H", "H", "H", "H", "H", "H", "H", "H", "N", "C", "S", "N", "N", "C", "C", "C", "C", "C", "C", "C", "O", "H", "H", "H", "H", "H", "H", "H"],
  "xyz": [[-0.47374, -0.30451, 0.39514], [-2.42348, 3.67447, -1.33763], [-1.47046, 2.96869, -0.42000], [-1.94097, 2.21932, 0.64865], [-1.05534, 1.66485, 1.58742], [-1.56733, 1.38113, 2.97663], [0.33747, 1.70096, 1.30408], [0.82968, 2.43954, 0.19781], [2.30941, 2.56423, -0.01835], [-0.08201, 3.09197, -0.60209], [-2.55671, 4.70716, -1.00828], [-3.40334, 3.20073, -1.33947], [-2.04488, 3.71205, -2.35848], [-3.00724, 2.14274, 0.82851], [-1.81869, 2.33995, 3.43287], [-0.81719, 0.91852, 3.61584], [-2.47172, 0.77348, 2.97213], [1.04274, 1.38333, 2.06535], [2.54277, 2.83509, -1.04576], [2.82837, 1.63863, 0.22957], [2.71452, 3.34424, 0.63016], [0.28848, 3.70283, -1.41819], [-0.02371, -3.98583, 2.49542], [-0.18639, -2.90727, 1.77031], [-0.27581, -1.34697, 2.40390], [-0.29732, -3.17086, 0.39830], [-0.43772, -2.13596, -0.32648], [-0.55869, -2.48570, -1.68310], [-0.67403, -1.63653, -2.72842], [-0.79121, -2.22318, -4.05131], [-0.87971, -1.44433, -5.13690], [-0.85873, 0.00599, -5.01461], [-0.76247, 0.62689, -3.82285], [-0.67738, -0.14060, -2.61450], [-0.60939, 0.46167, -1.52020], [0.07892, -3.93999, 3.49973], [-0.00214, -4.89353, 2.04847], [-0.55050, -3.55681, -1.84372], [-0.80144, -3.30206, -4.12910], [-0.96562, -1.88188, -6.12161], [-0.92384, 0.59876, -5.91822], [-0.74920, 1.70375, -3.73474]],
  "forces_ev_per_angstrom": [[0.3, 0.2, 0.3], [0.0, 0.0, 0.0], [0.0, 0.0, 0.0], [-0.1, 0.2, -0.3], [0.1, 0.0, 0.2], [0.0, -0.1, 0.0], [-0.2, -0.1, -0.1], [0.1, 0.1, 0.0], [0.0, 0.0, 0.0], [0.0, 0.0, -0.1], [0.0, 0.0, 0.0], [0.0, 0.0, 0.0], [0.0, 0.0, 0.0], [0.0, 0.0, 0.0], [0.0, 0.0, 0.0], [0.0, 0.0, 0.0], [0.0, 0.0, 0.0], [0.0, 0.0, 0.0], [0.0, 0.0, 0.0], [0.0, 0.0, 0.0], [0.0, 0.0, 0.0], [0.0, 0.0, 0.0], [0.0, 0.0, -0.1], [0.0, 0.0, -0.1], [0.0, 0.0, -0.1], [0.0, 0.3, -0.1], [-0.1, -0.5, 0.0], [0.0, 0.2, 0.0], [0.0, 0.2, 0.1], [0.0, 0.0, 0.0], [0.0, 0.1, 0.0], [0.0, -0.2, 0.0], [0.0, -0.1, 0.0], [0.0, -0.1, 0.1], [0.0, 0.0, -0.1], [0.0, 0.0, 0.0], [0.0, 0.0, 0.0], [0.0, 0.0, 0.0], [0.0, 0.0, 0.0], [0.0, 0.0, 0.0], [0.0, 0.0, 0.0], [0.0, 0.0, 0.0]],
  "nbo_charge": [0.833, -0.650, 0.065, -0.181, -0.045, -0.651, -0.318, 0.069, -0.651, -0.191, 0.263, 0.236, 0.228, 0.237, 0.266, 0.226, 0.242, 0.256, 0.239, 0.232, 0.258, 0.235, -0.654, 0.235, 0.116, -0.173, -0.140, 0.063, -0.079, -0.168, -0.160, -0.065, -0.264, 0.523, -0.585, 0.445, 0.448, 0.254, 0.248, 0.260, 0.254, 0.246]
}

Record 3
{
  "formula": "C17H19N4O3Ru",
  "method": "ωB97M-V/def2-TZVPD",
  "lumo_energy_ev": [-3.13, -5.18],
  "total_charge": 1,
  "relative_energy_kcal_mol": 0.0,
  "e_homo_ev": [-11.151, -11.696],
  "spin_multiplicity": 5,
  "max_force_ev_per_a": 0.41,
  "total_energy_ha": -1198.50976,
  "species": ["Ru", "N", "C", "C", "O", "N", "C", "C", "O", "O", "H", "H", "H", "H", "H", "H", "C", "N", "C", "C", "N", "H", "H", "H", "H", "H", "H", "C", "C", "C", "C", "C", "C", "C", "C", "C", "C", "H", "H", "H", "H", "H", "H", "H"],
  "xyz": [[-0.34691, -0.26828, 0.05116], [-0.46308, -0.82575, -2.21447], [0.91296, -1.17918, -2.61454], [1.99071, -0.43692, -1.82844], [3.14969, -0.51030, -2.15920], [1.52097, 0.28366, -0.74161], [2.42894, 0.86365, 0.10468], [2.24860, -0.02714, 1.70262], [3.32349, -0.18470, 2.18410], [1.05635, -0.24698, 1.90923], [-1.10663, -1.55882, -2.48934], [-0.76033, 0.02334, -2.68519], [1.09657, -1.01355, -3.67619], [1.06937, -2.24069, -2.41833], [2.11173, 1.80916, 0.54648], [3.47253, 0.80948, -0.18730], [1.46052, -4.36474, 2.78896], [0.72219, -4.47546, 1.52483], [0.48838, -5.80258, 0.95893], [0.31615, -3.40020, 0.92928], [-0.03715, -2.42095, 0.41780], [0.90823, -4.87221, 3.57920], [1.58237, -3.31617, 3.04803], [2.44205, -4.82375, 2.67671], [-0.09833, -6.39990, 1.65634], [1.44216, -6.29591, 0.77364], [-0.05543, -5.71116, 0.02264], [-1.29204, 5.41184, -1.31357], [-0.21606, 4.58795, -1.68761], [-0.15103, 3.28953, -1.25300], [-1.16717, 2.77462, -0.42568], [-1.18478, 1.44696, 0.06980], [-2.19524, 0.97023, 0.86951], [-3.28353, 1.78929, 1.23564], [-3.29469, 3.07621, 0.77803], [-2.25887, 3.59858, -0.04777], [-2.29325, 4.92988, -0.51256], [-1.32550, 6.43453, -1.66387], [0.56346, 4.98741, -2.32218], [0.67398, 2.64746, -1.53314], [-2.14272, -0.06646, 1.27000], [-4.07520, 1.40625, 1.86290], [-4.11195, 3.73558, 1.04189], [-3.12152, 5.56619, -0.22842]],
  "forces_ev_per_angstrom": [[0.3, -0.3, 0.0], [0.0, 0.0, 0.0], [0.0, 0.0, 0.0], [0.0, 0.0, -0.1], [0.0, 0.0, 0.0], [0.0, 0.0, 0.0], [0.0, 0.0, 0.0], [0.0, -0.1, 0.0], [0.1, 0.0, 0.0], [-0.1, 0.0, 0.0], [0.0, 0.0, 0.0], [0.0, 0.0, 0.0], [0.0, 0.0, 0.0], [0.0, 0.0, 0.0], [0.0, 0.0, 0.0], [0.0, 0.0, 0.0], [0.0, 0.0, 0.0], [0.1, 0.0, 0.1], [0.0, -0.1, 0.0], [-0.1, 0.0, -0.1], [0.0, 0.1, 0.0], [0.0, 0.0, 0.0], [0.0, 0.0, 0.0], [0.0, 0.0, 0.0], [0.0, 0.0, 0.0], [0.0, 0.0, 0.0], [0.0, 0.0, 0.0], [-0.1, 0.0, 0.0], [0.0, -0.1, 0.0], [0.0, 0.0, 0.0], [-0.1, 0.0, 0.0], [-0.2, 0.0, 0.1], [0.0, 0.1, 0.0], [0.0, 0.0, 0.0], [0.0, 0.0, 0.0], [0.1, 0.0, 0.0], [0.1, 0.0, -0.1], [0.0, 0.0, 0.0], [0.0, 0.0, 0.0], [0.0, 0.0, 0.0], [-0.1, 0.1, 0.0], [0.0, 0.0, 0.0], [0.0, 0.0, 0.0], [0.0, 0.0, 0.0]],
  "nbo_charge": [1.155, -0.814, -0.329, 0.642, -0.545, -0.621, -0.218, 0.861, -0.474, -0.665, 0.401, 0.398, 0.236, 0.235, 0.233, 0.248, -0.398, -0.436, -0.396, 0.627, -0.577, 0.218, 0.235, 0.220, 0.220, 0.220, 0.225, -0.185, -0.184, -0.204, -0.013, -0.089, -0.268, -0.201, -0.126, -0.080, -0.160, 0.232, 0.230, 0.220, 0.233, 0.237, 0.232, 0.226]
}

Record 4
{
  "formula": "C17H19N6O4PtS2",
  "method": "ωB97M-V/def2-TZVPD",
  "lumo_energy_ev": -11.69,
  "total_charge": 3,
  "relative_energy_kcal_mol": 3.4,
  "e_homo_ev": -18.435,
  "max_force_ev_per_a": 2.09,
  "total_energy_ha": -2203.46443,
  "species": ["Pt", "O", "C", "N", "C", "O", "C", "C", "C", "C", "C", "N", "C", "C", "C", "C", "C", "N", "H", "H", "H", "H", "H", "H", "H", "H", "C", "O", "C", "O", "N", "N", "H", "H", "H", "H", "H", "H", "S", "C", "N", "C", "C", "S", "H", "H", "H", "H", "H"],
  "xyz": [[0.10842, 0.84758, -0.16876], [3.85923, 0.62923, -1.60873], [2.68954, 0.72836, -1.41535], [2.04186, 0.59734, -0.17784], [2.66145, 0.41693, 1.06648], [3.82769, 0.27409, 1.25572], [1.63871, 0.40149, 2.18265], [2.01531, 0.22954, 3.49588], [1.02685, 0.17854, 4.47253], [-0.30600, 0.29198, 4.09875], [-0.62155, 0.47630, 2.76553], [0.33913, 0.53921, 1.83361], [1.69303, 0.99658, -2.52255], [2.09756, 1.13113, -3.83114], [1.13039, 1.31317, -4.81401], [-0.21059, 1.34029, -4.45375], [-0.55526, 1.21593, -3.12104], [0.38591, 1.06479, -2.17869], [3.06962, 0.13512, 3.72324], [1.29391, 0.04716, 5.51309], [-1.09984, 0.24175, 4.83094], [-1.64332, 0.57369, 2.42464], [3.15622, 1.08218, -4.05235], [1.42026, 1.42558, -5.85066], [-0.98833, 1.45980, -5.19507], [-1.58454, 1.23483, -2.78922], [-4.65755, 1.65752, -0.14347], [-3.59970, 2.66955, -0.00617], [-2.37288, 2.30756, -0.02640], [-1.97055, 1.12495, -0.15258], [-1.49311, 3.32357, 0.10627], [-0.11635, 3.03885, 0.09814], [-5.57968, 2.22217, -0.08581], [-4.58213, 0.94609, 0.67324], [-4.55982, 1.16462, -1.10602], [-1.81426, 4.27956, 0.21036], [0.30008, 3.34150, 0.98028], [0.33039, 3.53956, -0.67174], [-0.08798, -1.58469, -1.01673], [0.03157, -3.01017, -0.01463], [0.89099, -3.94385, -0.31380], [0.63824, -5.27078, 0.27357], [-0.27541, -5.03514, 1.48261], [-1.07603, -3.40948, 1.21002], [1.57378, -3.81597, -1.05331], [1.57998, -5.73190, 0.56457], [0.17147, -5.90359, -0.48258], [0.27185, -4.98843, 2.42136], [-1.04854, -5.79414, 1.56889]],
  "forces_ev_per_angstrom": [[-0.7, -1.9, -0.5], [0.0, 0.0, 0.0], [0.0, 0.0, -0.1], [0.2, 0.4, 0.1], [0.0, 0.0, 0.0], [0.0, 0.0, 0.0], [0.0, 0.0, 0.0], [0.0, 0.0, 0.0], [0.0, 0.0, 0.0], [0.0, 0.0, 0.0], [0.0, 0.0, 0.0], [0.0, 0.0, 0.1], [0.0, 0.0, 0.0], [0.0, 0.0, 0.0], [0.0, 0.0, 0.0], [0.0, 0.0, 0.0], [0.0, 0.1, 0.0], [0.0, 0.1, -0.1], [0.0, 0.0, 0.0], [0.0, 0.0, 0.0], [0.0, 0.0, 0.0], [0.0, 0.0, 0.0], [0.0, 0.0, 0.0], [0.0, 0.0, 0.0], [0.0, 0.0, 0.0], [0.0, 0.0, 0.0], [-0.1, -0.1, 0.0], [0.0, 0.0, 0.0], [0.1, 0.1, 0.0], [-0.1, -0.2, 0.0], [-0.1, 0.1, 0.0], [0.3, -0.4, 0.1], [0.0, 0.0, 0.0], [0.0, 0.0, 0.0], [0.0, 0.0, 0.0], [0.1, 0.0, 0.0], [0.1, 0.0, 0.0], [0.1, 0.0, 0.0], [0.3, 1.6, -0.1], [0.0, 0.3, 0.6], [-0.1, 0.0, -0.2], [0.0, -0.1, 0.1], [0.1, 0.0, 0.2], [0.0, -0.1, 0.0], [0.0, 0.0, 0.0], [0.0, 0.1, 0.0], [0.0, 0.1, 0.0], [0.0, 0.0, 0.0], [0.0, 0.0, 0.0]],
  "nbo_charge": [1.359, -0.427, 0.626, -0.625, 0.622, -0.429, 0.100, -0.166, -0.084, -0.207, 0.057, -0.469, 0.102, -0.162, -0.078, -0.203, 0.058, -0.469, 0.290, 0.273, 0.273, 0.231, 0.290, 0.274, 0.275, 0.232, -0.256, -0.427, 0.920, -0.683, -0.459, -0.592, 0.252, 0.211, 0.214, 0.456, 0.429, 0.430, 0.063, -0.045, -0.467, -0.242, -0.531, 0.469, 0.456, 0.267, 0.250, 0.258, 0.285]
}